(1)
{
  "formula": "C22H33Cl3O2Ru",
  "method": "wB97M-V/def2-TZVPD",
  "elements": ["C", "C", "C", "C", "C", "C", "C", "C", "C", "C", "Ru", "Cl", "Cl", "Cl", "H", "H", "H", "H", "H", "H", "H", "H", "H", "H", "H", "H", "H", "H", "H", "O", "H", "C", "C", "C", "C", "C", "C", "C", "C", "C", "C", "C", "C", "O", "H", "H", "H", "H", "H", "H", "H", "H", "H", "H", "H", "H", "H", "H", "H", "H", "H"],
  "xyz": [[3.293816, 1.360587, -0.829451], [2.797769, 2.495092, -0.079679], [1.886878, 3.216245, -0.958475], [3.407955, 3.063235, 1.145247], [1.863743, 2.519546, -2.221333], [2.709284, 1.388172, -2.124374], [2.909566, 0.373101, -3.183997], [4.291043, 0.394798, -0.335242], [1.394788, 4.588834, -0.716464], [1.100650, 2.939958, -3.412143], [0.881174, 1.515732, 0.123098], [0.190321, 2.606257, 1.878939], [1.615098, -0.117985, 1.563228], [-1.069518, 2.162080, -0.943752], [4.052428, 2.320447, 1.622050], [2.626025, 3.344143, 1.853096], [4.006586, 3.954206, 0.909907], [1.121381, 4.718681, 0.333051], [0.513962, 4.792556, -1.331599], [2.167542, 5.327214, -0.972401], [0.130332, 3.362119, -3.127588], [0.916840, 2.088239, -4.078477], [1.651500, 3.698557, -3.986634], [2.002966, 0.260560, -3.791302], [3.149563, -0.604545, -2.750721], [3.731667, 0.659781, -3.854520], [4.161763, 0.228356, 0.739462], [5.317771, 0.748291, -0.513396], [4.173268, -0.572497, -0.836837], [0.704346, -0.272099, -1.128962], [-0.251118, -0.498856, -1.011523], [0.234240, -4.707572, 1.044758], [-0.368806, -3.583527, 0.196865], [-0.429946, -3.982132, -1.279599], [-1.731560, -3.142499, 0.709364], [-2.702220, -4.000304, 1.186298], [-3.885692, -3.489671, 1.745233], [-4.026468, -2.111125, 1.974520], [-3.069927, -1.236086, 1.500480], [-3.065557, 0.259201, 1.762707], [-4.067080, 0.988391, 0.868298], [-3.308887, 0.578581, 3.238198], [-2.140810, -1.756997, 0.505126], [-1.823903, -1.088864, -0.511453], [-0.379858, -5.612843, 0.986878], [0.304624, -4.396397, 2.093489], [1.243310, -4.942608, 0.691273], [0.290333, -2.703299, 0.276753], [-1.101669, -4.839525, -1.415296], [-0.804479, -3.141775, -1.873552], [0.567690, -4.254479, -1.640355], [-2.542620, -5.082467, 1.130077], [-4.675156, -4.172553, 2.059118], [-4.888884, -1.722117, 2.526724], [-2.057462, 0.614243, 1.490611], [-5.085651, 0.646567, 1.090246], [-4.004412, 2.068579, 1.037253], [-3.836237, 0.782819, -0.181757], [-2.541696, 0.098280, 3.855472], [-3.257474, 1.659293, 3.403970], [-4.293130, 0.210080, 3.549092]],
  "atomic_forces_ev_per_a": [[-0.33, 1.08, -0.75], [0.44, 0.43, -1.62], [1.40, -0.76, -0.44], [0.16, 0.10, 0.41], [0.76, 0.09, 0.88], [0.13, 0.53, 0.85], [-0.06, -0.33, -0.24], [0.24, -0.51, 0.23], [-0.26, 0.39, 0.03], [-0.37, 0.01, -0.38], [-1.77, -4.57, -2.43], [-0.57, 1.41, 1.72], [0.61, -0.66, 1.05], [-0.88, 0.51, -0.49], [-0.05, 0.11, 0.06], [0.23, 0.08, 0.09], [0.02, -0.08, 0.03], [-0.03, 0.10, -0.10], [0.02, 0.02, 0.14], [-0.03, 0.01, 0.03], [0.14, -0.10, -0.05], [-0.03, 0.18, 0.11], [-0.04, -0.02, 0.01], [0.18, -0.08, 0.18], [-0.14, 0.17, -0.10], [-0.02, -0.05, 0.00], [0.05, -0.05, -0.19], [-0.07, -0.03, 0.01], [0.05, 0.10, 0.14], [0.14, 2.13, 0.69], [0.40, -0.05, 0.12], [-0.05, 0.24, 0.01], [-0.27, 0.29, -0.06], [0.04, 0.09, -0.05], [-0.01, 0.49, -0.33], [-0.10, 0.25, 0.36], [-0.58, -0.52, 0.24], [0.39, -0.25, 0.06], [0.23, -0.01, -0.53], [0.16, -0.23, -0.30], [0.10, 0.05, -0.07], [0.16, -0.09, -0.12], [-0.64, -0.52, 0.27], [0.68, 0.28, 0.37], [0.10, -0.01, 0.04], [-0.06, -0.10, -0.13], [-0.03, -0.08, -0.01], [-0.15, -0.19, -0.10], [0.04, 0.03, 0.00], [0.06, -0.15, 0.12], [0.00, -0.03, -0.11], [-0.08, 0.24, 0.16], [0.12, 0.06, 0.02], [0.21, -0.20, -0.03], [-0.33, -0.04, 0.05], [0.01, 0.04, -0.03], [-0.08, 0.03, -0.08], [-0.05, 0.04, 0.17], [-0.15, 0.04, -0.02], [-0.07, -0.02, 0.04], [0.06, 0.10, 0.09]],
  "multiplicity": 5,
  "charge": -2,
  "de_lowest_ev": 0.0000,
  "energy_ha": -2484.05767,
  "gap_ev": [5.3, 4.9],
  "homo_ev": [-0.30, -0.30]
}



(2)
{
  "formula": "C22H33ClCrN6O5",
  "method": "wB97M-V/def2-TZVPD",
  "elements": ["Cr", "C", "N", "C", "C", "C", "C", "C", "N", "C", "C", "C", "C", "C", "C", "H", "H", "H", "H", "H", "H", "H", "H", "H", "H", "H", "N", "C", "C", "C", "C", "N", "C", "N", "N", "C", "O", "O", "H", "H", "H", "H", "H", "H", "H", "H", "H", "H", "H", "H", "H", "H", "Cl", "C", "C", "O", "O", "H", "H", "C", "C", "O", "H", "H", "H", "H", "H", "H"],
  "xyz": [[1.371187, 0.473615, 1.034710], [0.859413, -1.627706, -1.251467], [1.639194, -1.230604, -0.092701], [2.770644, -1.823360, 0.156424], [3.633744, -1.228961, 1.096774], [4.836912, -1.597058, 1.704774], [5.180447, -0.542172, 2.547915], [4.179211, 0.427405, 2.413266], [3.249674, 0.023765, 1.539793], [-0.350420, -2.492769, -0.974169], [-0.865977, -3.295638, -1.985397], [-2.030813, -4.024414, -1.785872], [-2.693596, -3.962843, -0.568619], [-2.174353, -3.182175, 0.454688], [-1.008499, -2.454592, 0.253858], [1.497622, -2.096845, -2.004824], [0.526579, -0.693155, -1.716527], [3.054363, -2.727838, -0.380166], [5.385422, -2.511114, 1.541939], [6.057577, -0.464011, 3.168486], [4.109012, 1.393130, 2.890348], [-0.349346, -3.356666, -2.936828], [-2.413756, -4.653628, -2.578834], [-3.594857, -4.539654, -0.409786], [-2.668227, -3.153872, 1.417834], [-0.578995, -1.894327, 1.074119], [-0.678524, 0.852031, 0.608256], [-0.716473, 2.030566, -0.281177], [-2.072217, 2.361037, -0.899545], [-2.902865, 1.238829, -1.527977], [-2.229242, 0.501243, -2.680166], [-1.663742, 1.417567, -3.661053], [-2.194138, 1.806982, -4.795219], [-3.378090, 1.353348, -5.227204], [-1.524464, 2.686925, -5.551533], [0.506214, 1.931279, -1.209175], [0.462536, 2.329800, -2.377211], [1.549518, 1.474370, -0.637152], [-1.166616, 0.047406, 0.222354], [-1.119830, 1.062751, 1.501117], [-0.457593, 2.877575, 0.360910], [-1.900630, 3.150706, -1.634079], [-2.684607, 2.816965, -0.117877], [-3.833069, 1.691236, -1.882446], [-3.204888, 0.496238, -0.783135], [-2.911211, -0.208067, -3.151665], [-1.401962, -0.109295, -2.317697], [-0.803548, 1.893384, -3.315636], [-3.929884, 0.732775, -4.664744], [-3.730992, 1.606888, -6.132164], [-0.612503, 3.002766, -5.265750], [-1.910682, 3.056004, -6.400987], [-0.982845, 4.353953, 2.638036], [0.513510, 3.858762, 3.495183], [0.729979, 2.390013, 3.190525], [0.312671, 1.540271, 3.986247], [1.308266, 2.147566, 2.074533], [0.349447, 4.018604, 4.554608], [1.323982, 4.468830, 3.110885], [1.684822, -1.676936, 4.550308], [1.033515, -1.846168, 3.197332], [0.678788, -0.564313, 2.634796], [1.903330, -2.655401, 4.978199], [1.029943, -1.144526, 5.241882], [2.621761, -1.127057, 4.454143], [0.123069, -2.445818, 3.255748], [1.719685, -2.324987, 2.503886], [0.537437, 0.141375, 3.344917]],
  "atomic_forces_ev_per_a": [[0.13, -0.09, 0.11], [0.03, 0.05, -0.05], [-0.10, -0.11, 0.06], [0.06, 0.10, -0.06], [-0.01, -0.01, -0.06], [0.02, 0.02, 0.01], [0.01, 0.01, -0.03], [0.00, 0.05, -0.03], [-0.07, -0.08, 0.03], [-0.04, 0.11, 0.15], [-0.07, 0.05, -0.06], [0.03, 0.01, -0.03], [0.00, 0.01, 0.04], [-0.02, -0.04, -0.04], [0.07, -0.09, -0.01], [0.01, -0.13, 0.07], [0.01, -0.02, -0.09], [0.01, 0.02, -0.01], [0.00, 0.00, 0.00], [0.00, 0.00, 0.00], [0.00, -0.01, 0.02], [0.00, 0.00, 0.00], [0.01, 0.00, 0.00], [0.00, 0.01, 0.00], [0.01, 0.00, 0.00], [-0.02, 0.05, 0.00], [-0.06, 0.07, 0.11], [0.01, 0.01, 0.04], [-0.04, 0.03, 0.04], [-0.03, -0.02, -0.01], [0.00, -0.02, -0.05], [0.04, -0.02, 0.00], [-0.02, 0.01, 0.00], [0.01, 0.02, 0.01], [0.01, -0.02, -0.01], [0.01, 0.09, 0.03], [-0.01, -0.01, -0.01], [0.10, -0.06, -0.18], [-0.01, 0.01, -0.06], [-0.07, -0.04, -0.03], [0.03, 0.00, -0.05], [0.01, -0.01, 0.00], [0.00, -0.01, 0.00], [0.00, -0.02, -0.01], [0.05, 0.01, 0.03], [-0.02, 0.04, -0.02], [0.05, 0.00, 0.02], [0.01, -0.01, 0.01], [0.00, 0.00, 0.00], [0.00, -0.01, 0.00], [0.00, 0.00, 0.01], [-0.01, 0.00, 0.00], [0.00, 0.00, -0.01], [-0.01, 0.01, 0.01], [0.09, -0.02, 0.01], [-0.04, 0.03, 0.01], [-0.09, 0.09, 0.02], [0.00, -0.01, 0.00], [0.01, -0.01, 0.01], [0.03, -0.01, 0.01], [0.12, 0.08, 0.08], [-0.08, -0.13, -0.06], [0.01, 0.00, -0.01], [0.00, 0.00, -0.01], [-0.01, 0.00, 0.01], [-0.01, 0.02, 0.05], [-0.03, -0.02, -0.05], [-0.06, 0.02, 0.06]],
  "multiplicity": 4,
  "charge": 1,
  "de_lowest_ev": 0.0928,
  "energy_ha": -3067.53292,
  "gap_ev": [7.8, 7.9],
  "homo_ev": [-10.16, -10.20]
}